Density functional theory data (ωB97M-V with the def2-TZVPD basis set) for 10 unconnected molecules or ions with the total composition C45H114N3O34P7 in a non-equilibrium geometry.

```
203
Properties=species:S:1:pos:R:3:mulliken_charge:R:1
C 13.259 -26.633 -12.451 -1.340
C 14.345 -26.331 -11.390 -0.282
O 13.879 -26.788 -10.102 0.215
P 14.432 -28.209 -9.598 0.044
O 15.953 -28.177 -9.316 -0.694
O 13.935 -29.156 -10.739 -0.069
C 14.309 -30.523 -10.654 -0.339
C 13.286 -31.337 -11.440 -1.170
O 13.372 -28.564 -8.427 0.320
C 11.970 -28.625 -8.679 0.047
C 11.315 -29.451 -7.558 -1.112
H 13.161 -27.698 -12.660 0.215
H 12.269 -26.325 -12.115 0.283
H 13.548 -26.135 -13.376 0.473
H 15.295 -26.714 -11.764 0.361
H 14.409 -25.243 -11.353 0.256
H 15.272 -30.563 -11.164 0.323
H 14.582 -30.832 -9.645 0.324
H 13.482 -32.409 -11.443 0.394
H 12.320 -31.176 -10.962 0.271
H 13.346 -31.058 -12.492 0.295
H 11.631 -27.590 -8.631 -0.191
H 11.672 -28.985 -9.663 0.711
H 10.237 -29.499 -7.708 0.409
H 11.614 -30.492 -7.681 0.390
H 11.635 -29.109 -6.573 -0.094
C 6.354 -23.680 1.657 -1.086
C 7.189 -24.934 1.313 -0.128
O 8.605 -24.805 1.396 -0.403
P 9.439 -24.409 0.067 0.287
O 9.141 -25.107 -1.235 0.440
O 9.166 -22.757 0.108 -0.300
C 9.472 -22.034 1.261 -0.252
C 10.867 -21.375 1.234 -1.265
O 10.967 -24.523 0.592 -0.479
C 11.959 -24.335 -0.394 -0.180
C 12.706 -25.702 -0.728 -0.267
H 6.228 -23.098 0.744 0.283
H 5.344 -23.919 1.989 0.404
H 6.853 -23.018 2.365 0.232
H 7.003 -25.682 2.084 0.379
H 6.899 -25.422 0.383 0.140
H 8.711 -21.255 1.304 0.376
H 9.464 -22.613 2.185 0.326
H 11.056 -20.665 2.039 0.420
H 11.676 -22.099 1.331 0.215
H 11.030 -20.773 0.340 0.315
H 11.626 -23.824 -1.297 -0.205
H 12.649 -23.568 -0.041 0.532
H 13.518 -25.406 -1.392 -0.069
H 13.085 -26.217 0.154 0.497
H 12.014 -26.411 -1.185 -0.237
C 13.827 -31.552 -5.137 -1.103
C 13.259 -31.263 -3.707 -0.400
O 12.733 -30.034 -3.793 0.021
P 11.653 -29.608 -2.640 0.583
O 10.918 -30.747 -2.009 -0.847
O 12.462 -28.680 -1.566 -0.123
C 13.524 -29.192 -0.804 -0.817
C 14.860 -28.605 -1.212 -0.072
O 10.680 -28.509 -3.381 -0.090
C 9.827 -27.571 -2.771 0.790
C 8.403 -27.844 -3.173 -1.656
H 14.313 -32.527 -5.103 0.512
H 12.997 -31.698 -5.828 0.223
H 14.569 -30.801 -5.410 0.162
H 12.498 -31.994 -3.433 0.413
H 14.086 -31.184 -3.000 0.284
H 13.323 -29.054 0.258 0.393
H 13.459 -30.275 -0.908 0.472
H 15.660 -29.181 -0.747 0.509
H 14.973 -28.803 -2.278 0.002
H 14.924 -27.536 -1.013 -0.327
H 10.035 -27.572 -1.701 0.552
H 10.079 -26.539 -3.015 -0.418
H 7.685 -27.113 -2.803 0.327
H 8.244 -27.885 -4.251 0.296
H 7.993 -28.766 -2.760 0.447
C 17.604 -25.981 -0.792 -1.204
C 17.633 -24.845 -1.834 -0.170
O 17.771 -25.312 -3.148 -0.080
P 18.556 -24.448 -4.264 0.248
O 20.025 -24.238 -4.073 -0.788
O 18.117 -25.022 -5.725 0.436
C 18.101 -26.462 -5.930 -0.107
C 18.337 -26.658 -7.403 -0.956
O 17.760 -23.046 -4.359 -0.582
C 16.395 -22.981 -4.573 2.176
C 16.011 -21.604 -4.168 -1.915
H 18.560 -26.480 -0.946 0.399
H 17.526 -25.659 0.246 0.391
H 16.809 -26.714 -0.930 0.077
H 16.749 -24.208 -1.782 0.162
H 18.459 -24.175 -1.594 0.514
H 18.796 -26.992 -5.280 0.527
H 17.164 -26.934 -5.634 -0.065
H 18.859 -27.576 -7.673 0.463
H 17.411 -26.588 -7.973 -0.049
H 19.023 -25.925 -7.828 0.175
H 16.202 -23.161 -5.630 -0.275
H 15.892 -23.692 -3.917 -0.359
H 16.800 -20.877 -4.359 0.521
H 15.159 -21.299 -4.776 0.380
H 15.839 -21.517 -3.095 0.273
C 21.217 -32.895 -1.954 -0.990
C 21.334 -34.162 -2.797 -0.247
O 21.306 -33.928 -4.241 -0.350
P 19.891 -33.690 -5.000 1.040
O 18.749 -34.381 -4.367 -0.731
O 20.248 -34.206 -6.501 -0.367
C 20.462 -35.565 -6.740 -0.322
C 19.298 -36.259 -7.445 -1.084
O 19.839 -32.062 -5.192 -0.347
C 18.617 -31.321 -5.460 -0.124
C 17.985 -31.078 -4.109 -0.723
H 20.230 -32.446 -2.066 0.198
H 21.401 -33.029 -0.888 0.394
H 21.852 -32.064 -2.259 0.295
H 22.259 -34.672 -2.528 0.342
H 20.543 -34.842 -2.482 0.280
H 21.387 -35.651 -7.310 0.395
H 20.782 -36.042 -5.814 0.294
H 19.392 -37.343 -7.386 0.335
H 18.282 -36.013 -7.139 0.300
H 19.338 -35.990 -8.501 0.298
H 18.886 -30.325 -5.814 0.135
H 18.023 -31.826 -6.221 0.317
H 16.955 -30.721 -4.109 0.020
H 17.926 -32.019 -3.563 0.313
H 18.539 -30.375 -3.486 0.334
C 16.805 -23.775 -9.296 0.211
C 17.984 -23.945 -10.284 -0.657
O 18.621 -22.732 -10.675 -0.428
P 19.948 -22.271 -9.866 1.166
O 19.861 -22.041 -8.424 -0.643
O 21.064 -23.407 -10.216 -0.333
C 21.548 -23.641 -11.626 -0.010
C 21.896 -25.130 -11.680 -1.174
O 20.473 -20.895 -10.630 -0.384
C 21.492 -20.038 -10.166 -0.297
C 22.681 -20.143 -11.178 -1.077
H 16.423 -24.716 -8.900 0.054
H 17.267 -23.304 -8.428 -0.287
H 15.963 -23.269 -9.768 0.315
H 18.813 -24.533 -9.889 0.290
H 17.591 -24.557 -11.095 0.336
H 20.712 -23.393 -12.280 0.332
H 22.425 -23.086 -11.960 0.154
H 21.540 -25.707 -10.826 0.279
H 21.422 -25.683 -12.491 0.322
H 22.983 -25.189 -11.739 0.348
H 21.082 -19.029 -10.128 0.375
H 21.867 -20.291 -9.174 0.262
H 22.346 -19.755 -12.139 0.279
H 23.432 -19.403 -10.901 0.412
H 23.175 -21.115 -11.212 0.237
C 7.561 -23.722 -3.865 -1.173
C 8.024 -24.547 -5.062 0.249
O 9.027 -23.780 -5.699 -0.413
P 10.389 -24.560 -6.185 0.171
O 10.237 -25.964 -6.755 -0.023
O 11.033 -23.549 -7.289 -0.501
C 11.821 -24.041 -8.293 0.839
C 12.889 -23.089 -8.756 -1.051
O 11.402 -24.449 -4.888 0.472
C 11.702 -23.189 -4.346 -0.694
C 13.273 -23.192 -4.261 0.061
H 6.900 -24.277 -3.199 0.404
H 8.477 -23.449 -3.340 0.066
H 7.032 -22.821 -4.171 0.386
H 8.466 -25.496 -4.760 -0.120
H 7.151 -24.806 -5.661 0.292
H 12.351 -24.915 -7.915 -0.531
H 11.277 -24.384 -9.173 0.215
H 13.597 -23.563 -9.436 -0.018
H 12.401 -22.215 -9.188 0.469
H 13.572 -22.754 -7.976 0.150
H 11.324 -22.288 -4.830 0.570
H 11.372 -23.203 -3.307 -0.220
H 13.619 -23.370 -5.280 -0.211
H 13.517 -22.205 -3.867 0.447
H 13.644 -23.908 -3.528 -0.210
C 16.818 -20.670 -7.730 -0.234
N 16.063 -19.396 -7.431 1.003
O 15.884 -19.148 -6.241 -0.551
O 15.629 -18.748 -8.376 -0.585
H 16.093 -21.473 -7.597 -0.278
H 17.515 -20.888 -6.921 0.278
H 17.312 -20.810 -8.691 0.357
C 8.019 -26.815 -9.044 -0.598
N 8.503 -26.933 -10.451 1.032
O 8.586 -28.012 -10.944 -0.568
O 8.712 -25.846 -11.014 -0.564
H 8.824 -27.109 -8.370 0.075
H 7.188 -27.511 -8.933 0.339
H 7.669 -25.820 -8.768 0.298
C 13.373 -27.384 -5.540 0.516
N 14.287 -26.259 -5.123 0.673
O 14.691 -26.157 -3.981 -0.231
O 14.614 -25.539 -6.043 0.000
H 13.813 -28.367 -5.370 -0.121
H 13.105 -27.259 -6.589 -0.549
H 12.460 -27.422 -4.947 -0.350
```

- Electronic energy: -187628.6310 eV
- LUMO level: 0.3 eV
- SMILES string: CCOP(=O)(OCC)OCC.CCOP(=O)(OCC)OCC.CCOP(=O)(OCC)OCC.CCOP(=O)(OCC)OCC.CCOP(=O)(OCC)OCC.CCOP(=O)(OCC)OCC.CCOP(=O)(OCC)OCC.C[N+](=O)[O-].C[N+](=O)[O-].C[N+](=O)[O-]
- Orbital gap: 10.3 eV
- Net charge: 0